Formula: C65H150N10O10
Source: the OMol25 dataset
Level of theory: wB97M-V/def2-TZVPD

Geometry as XYZ:
```
235
Properties=species:S:1:pos:R:3:forces:R:3
C -2.346876 -0.797738 -4.814841 -0.573 0.673 -1.665
C -2.865082 -2.104056 -5.382670 -0.646 -1.540 -0.371
C -4.376075 -2.046501 -5.493040 -1.094 0.719 -0.755
C -4.863070 -1.255944 -6.741731 -0.053 0.474 -1.024
C -4.328149 -1.863015 -8.067254 0.112 0.414 1.732
C -2.778247 -1.864911 -8.031732 -0.626 1.255 1.453
N -2.404411 -2.522662 -6.748024 -0.003 -0.226 0.575
O -1.038863 -2.924527 -6.767412 -0.337 0.552 0.178
C -2.364463 -2.777089 -9.115262 0.551 -1.287 -1.151
C -2.211688 -0.418091 -8.319681 1.237 -0.489 -1.482
C -2.597437 -3.298979 -4.361165 1.237 1.200 -2.433
H -1.294273 -0.674836 -5.015629 0.472 0.053 0.262
H -2.587925 -0.755874 -3.782900 0.149 0.069 1.118
H -2.895466 0.056332 -5.283858 0.533 -0.496 0.228
H -4.797255 -3.072359 -5.410485 0.101 0.681 -0.429
H -4.718231 -1.477650 -4.637451 -0.279 -0.067 0.479
H -4.546596 -0.187770 -6.721544 0.167 -0.610 0.349
H -5.952168 -1.133968 -6.860588 0.162 -0.529 0.564
H -4.767914 -1.387041 -8.947208 0.370 0.255 0.053
H -4.667093 -2.887809 -8.075428 0.017 -0.541 -0.156
H -2.788552 -3.765364 -8.849593 0.562 0.286 -0.265
H -2.954085 -2.426926 -9.970641 0.662 -0.222 -0.434
H -1.253959 -2.870707 -9.318836 -1.410 0.263 0.156
H -1.059721 -0.489701 -8.418714 -1.699 0.100 0.050
H -2.619321 -0.135379 -9.372530 0.749 -0.186 1.862
H -2.384829 0.391133 -7.591409 -0.384 -0.513 -0.242
H -1.503403 -3.279915 -4.295002 -0.169 -0.652 0.493
H -2.965651 -4.219551 -4.824200 0.256 0.085 0.194
H -3.069369 -3.117943 -3.422825 -0.329 0.259 0.706
H -0.529719 -2.116053 -6.934026 0.458 0.057 0.073
C -2.246501 2.830549 -0.370538 -0.061 2.522 -0.306
C -3.536796 2.495379 -1.136661 0.037 -0.485 1.329
C -3.628584 1.007027 -1.390217 0.055 -0.681 0.690
C -3.907695 0.171052 -0.106839 0.453 1.725 -0.966
C -5.228649 0.596665 0.440121 0.905 1.046 2.354
C -5.249003 2.109190 0.860446 0.909 -0.775 0.581
N -4.817938 2.820179 -0.356146 0.476 0.734 -0.268
O -4.703792 4.202986 -0.002011 -1.202 0.675 -0.347
C -6.739266 2.444532 1.111338 -1.299 1.084 -0.970
C -4.299517 2.338995 2.125669 -0.524 0.669 -0.951
C -3.682531 3.330308 -2.383545 -1.438 1.126 -0.328
H -2.007574 2.138603 0.398504 0.374 -0.685 0.430
H -2.333116 3.838798 0.101090 -0.370 -0.735 -0.004
H -1.360199 3.032917 -0.990091 -0.390 -0.816 -0.253
H -4.445121 0.849597 -2.084168 -0.195 -0.273 -0.339
H -2.707800 0.618154 -1.800352 0.365 0.163 -0.473
H -3.094921 0.330265 0.592115 0.153 0.022 0.338
H -3.862149 -0.843423 -0.390639 -0.215 -1.355 -0.225
H -5.570042 -0.010070 1.285558 0.025 0.054 -0.044
H -5.952435 0.599664 -0.294552 -1.623 -0.653 -1.786
H -6.978025 3.528541 1.336006 0.676 -1.033 -0.374
H -7.395357 2.158282 0.207098 1.248 0.500 1.060
H -7.221490 1.911906 1.926177 0.496 -0.369 0.356
H -4.291990 3.348247 2.572118 -0.627 -0.227 -0.429
H -4.576209 1.645795 2.900159 -0.091 -0.393 0.380
H -3.251248 2.204839 1.864039 -0.160 -0.405 -0.052
H -4.599032 2.988993 -2.912151 0.138 0.486 0.501
H -2.962490 3.319176 -3.189907 0.953 -0.306 0.400
H -3.800886 4.390243 -2.010393 0.103 -1.043 -0.888
H -5.441706 4.628658 -0.502688 0.883 -0.462 0.659
C -0.180508 -0.214438 5.697272 -0.479 -0.883 0.258
C 0.234078 -0.847053 7.077035 0.595 -0.574 -1.857
C 1.321921 -1.985975 6.931014 -0.880 0.304 0.485
C 2.688406 -1.576305 6.406788 0.092 -1.476 0.258
C 3.243998 -0.595805 7.392100 -1.560 1.560 -0.355
C 2.234785 0.599836 7.602179 0.137 0.486 -1.271
N 0.891019 0.098609 7.870000 1.131 1.150 2.848
O 0.038559 1.169439 8.326141 -0.105 -0.171 0.496
C 2.648617 1.364170 8.826363 0.414 0.315 0.346
C 2.320249 1.536324 6.379407 0.807 0.558 -0.682
C -0.941569 -1.357504 7.888573 0.903 0.350 -0.141
H 0.644219 -0.190977 4.994105 0.310 0.239 0.065
H -0.564871 0.794563 5.869834 0.074 -0.102 -0.076
H -0.949586 -0.789328 5.165458 -0.112 -0.028 0.316
H 1.491047 -2.349255 7.933657 0.030 0.053 0.692
H 0.877305 -2.854914 6.489582 -0.273 -0.339 -0.987
H 2.649990 -1.243821 5.392306 -0.006 0.691 -0.630
H 3.351100 -2.474851 6.342819 -0.455 0.487 0.212
H 4.218539 -0.210398 7.112152 0.140 0.123 0.152
H 3.220939 -1.024898 8.362047 0.683 -0.815 0.945
H 3.695120 1.623585 8.774256 0.468 -0.041 0.008
H 2.118216 2.290936 8.950355 -0.345 0.414 -0.157
H 2.469363 0.785642 9.718352 0.066 -0.391 0.381
H 2.350140 0.992212 5.416488 0.419 0.151 0.493
H 1.495000 2.232734 6.222580 -0.207 -0.059 0.647
H 3.236526 2.178524 6.498023 -0.669 -0.677 -0.384
H -0.539783 -1.637059 8.865049 -0.311 0.080 0.081
H -1.313335 -2.225605 7.407761 -0.787 -0.846 -0.419
H -1.672170 -0.564293 7.955893 -0.376 -0.090 0.188
H -0.034730 1.108029 9.322958 0.367 -0.315 -1.743
C 2.226374 5.654614 0.665283 0.652 -0.114 -0.631
C 3.564889 5.986922 0.018686 0.176 0.255 -0.188
C 4.609230 4.984286 0.485342 1.384 0.736 0.032
C 4.418358 3.598719 -0.020004 -1.356 0.051 0.883
C 4.307001 3.601154 -1.551452 -0.431 -2.728 0.709
C 3.304186 4.593825 -2.155506 0.524 0.919 0.600
N 3.503922 5.932361 -1.463343 0.060 0.000 -0.567
O 2.562377 6.899242 -1.949355 0.717 -0.312 -0.134
C 3.623365 4.714109 -3.648005 -1.895 0.965 -0.348
C 1.904751 4.024994 -1.995883 0.180 -1.901 2.255
C 3.963698 7.406679 0.511731 0.304 -1.367 -0.734
H 2.169417 4.565866 0.744201 -0.775 0.343 0.049
H 1.454797 6.116861 0.020703 -0.135 -0.465 1.023
H 2.308124 6.102710 1.641437 -0.798 0.025 0.476
H 5.623844 5.244881 0.126689 -0.383 0.605 0.179
H 4.654571 4.993503 1.579194 -0.077 0.093 -0.028
H 3.510952 3.208120 0.531166 0.635 -0.061 -1.083
H 5.229468 3.008760 0.395099 0.242 -0.388 -0.484
H 3.923980 2.535371 -1.702076 0.246 1.224 -0.645
H 5.286868 3.585685 -2.040259 -0.065 0.539 0.183
H 4.604363 5.032513 -3.889195 1.156 0.202 0.159
H 3.434863 3.733116 -4.044947 0.132 -0.539 -0.485
H 2.947915 5.421694 -4.215693 0.433 -0.669 0.887
H 1.710363 3.265966 -2.736939 -0.331 0.235 -0.768
H 1.827302 3.357331 -1.064806 0.210 1.398 -1.004
H 1.132130 4.755611 -1.875988 -0.588 0.349 -0.463
H 4.126037 7.342124 1.583692 0.677 0.005 0.050
H 3.141076 8.053382 0.426642 -1.217 0.987 -0.426
H 4.774874 7.812409 -0.092035 0.244 -0.053 0.395
H 1.678895 6.699634 -1.608418 0.008 -0.216 0.046
C -0.957356 -5.934992 -0.022135 0.852 1.753 1.369
C -1.742417 -4.682869 0.580861 1.160 -1.912 -0.326
C -3.066985 -4.751141 -0.114861 -0.850 -0.243 -2.222
C -4.116136 -3.827724 0.432219 0.616 0.975 -1.227
C -4.387897 -4.040950 1.863870 1.319 -1.390 1.186
C -2.982044 -4.023638 2.674212 -2.636 1.713 -0.431
N -2.021589 -4.876738 1.993039 0.179 -0.547 0.457
O -0.783408 -4.998785 2.765354 -1.154 0.116 -0.544
C -2.734288 -2.494211 2.838298 0.301 -1.141 0.561
C -3.240783 -4.559308 4.068711 0.089 -0.219 0.443
C -0.924648 -3.434771 0.331067 0.973 0.316 -1.238
H -1.444358 -6.878025 0.201627 -0.250 -0.028 -0.371
H 0.003167 -5.932173 0.508041 0.030 -0.251 -0.169
H -0.717160 -5.725258 -1.078033 -0.497 -0.415 0.315
H -2.848414 -4.486017 -1.195660 -0.382 -0.237 0.992
H -3.467897 -5.781839 -0.153613 0.448 0.238 0.261
H -5.039862 -3.848354 -0.145266 0.048 0.022 -0.202
H -3.627397 -2.860964 0.284304 -0.650 0.463 0.094
H -4.885195 -5.024884 1.983305 0.158 0.415 0.208
H -5.029026 -3.241929 2.231677 -0.013 -0.146 0.369
H -3.491115 -2.056279 3.481322 0.065 -0.221 0.536
H -1.755425 -2.401284 3.240305 0.915 0.533 0.692
H -2.782268 -1.884968 1.983918 0.018 0.439 -1.535
H -3.384830 -5.650249 3.946633 -0.011 0.445 0.600
H -2.427164 -4.305931 4.777566 -0.128 -0.472 -0.502
H -4.122046 -4.070946 4.521349 0.108 -0.428 -0.439
H 0.045796 -3.389210 0.889004 -1.018 -0.182 -0.111
H -1.536813 -2.582145 0.549310 0.067 0.649 0.237
H -0.627083 -3.328922 -0.744955 -0.416 -0.256 0.733
H -0.973766 -5.874889 3.117515 0.552 -0.001 0.255
C -3.159384 6.439201 4.115751 0.456 -0.968 0.572
C -1.947492 5.977298 3.284122 -1.613 0.298 0.029
C -1.498385 4.574641 3.647856 0.731 0.992 -0.389
O -0.333386 4.318490 2.846733 -0.713 0.634 0.501
C 0.354973 3.173149 3.261771 -1.187 -0.090 -0.141
N -2.203836 6.142355 1.870752 0.129 -0.070 -0.627
H -4.067742 5.855621 3.965157 0.062 -0.277 -0.084
H -3.425847 7.456454 3.936392 0.042 0.771 -0.434
H -2.875843 6.381455 5.174461 -0.233 -0.113 -0.044
H -1.204852 6.705760 3.516931 1.089 0.238 0.303
H -2.302577 3.867909 3.462359 -0.078 -0.379 -0.237
H -1.292294 4.570101 4.716916 0.421 -0.312 0.243
H 0.686338 3.290637 4.284465 -0.051 -0.366 0.518
H 1.209953 3.052389 2.647676 0.880 -0.114 -0.659
H -0.328352 2.327557 3.083087 0.426 -0.233 0.578
H -1.303446 6.046983 1.387400 -0.685 -0.219 0.004
H -2.852106 5.418970 1.543089 0.335 0.277 -0.093
C 5.873054 -3.771081 3.351770 -0.730 1.888 0.430
C 4.564293 -4.323784 2.790375 0.502 -1.410 0.645
C 3.603916 -3.313630 2.239023 0.053 1.128 -0.705
O 2.898715 -2.540760 3.172945 0.014 -0.565 0.793
C 1.932084 -3.274180 3.908900 -0.516 -1.241 -1.402
N 4.827024 -5.300325 1.717583 -0.546 0.536 -0.139
H 5.650233 -3.030495 4.158785 0.085 -0.482 -0.400
H 6.378395 -3.160129 2.569260 0.017 -0.709 0.388
H 6.507409 -4.527350 3.809173 0.100 -0.112 -0.340
H 4.037704 -4.891199 3.573807 0.118 0.218 0.013
H 2.890761 -3.811292 1.587300 -0.188 -0.366 -0.182
H 4.100751 -2.548243 1.627821 0.277 -0.373 -0.122
H 1.295342 -3.955013 3.248604 0.991 0.706 0.597
H 1.287838 -2.523372 4.249680 -1.160 0.894 0.827
H 2.296048 -3.852667 4.767732 0.303 0.136 -0.283
H 5.623214 -5.861119 1.951737 0.373 -0.400 0.285
H 5.141213 -4.728912 0.952136 0.158 0.062 -0.778
C 0.132991 -0.413423 1.789935 0.475 -0.578 0.008
C 1.268251 -0.051598 0.867358 2.234 0.361 0.064
C 1.077792 1.293800 0.071113 -0.483 -2.625 1.936
O 0.185799 1.150256 -0.976119 0.527 0.348 -1.604
C 0.755829 0.686440 -2.225927 -1.019 0.098 -0.038
N 2.469646 0.198608 1.721729 -0.885 -0.358 0.537
H -0.755863 -0.419233 1.183341 -0.772 -0.038 0.190
H 0.107874 0.270885 2.621893 -0.351 0.698 0.047
H 0.272113 -1.383786 2.306337 -0.021 0.160 -0.714
H 1.503653 -0.887064 0.185292 -0.415 0.191 -0.156
H 2.050119 1.676035 -0.151505 0.712 0.198 -0.708
H 0.675234 1.902567 0.857014 -0.589 0.986 -0.030
H 0.461174 -0.357098 -2.345922 -0.146 -0.082 -0.203
H 1.843707 0.690134 -2.313098 0.158 0.416 0.501
H 0.355182 1.295600 -3.073736 0.227 -0.496 0.810
H 2.628718 -0.618368 2.307042 -0.219 0.042 0.219
H 3.309554 0.252236 1.190724 0.629 0.274 -0.806
C 1.935870 -3.247414 -1.843300 -0.312 -1.049 2.788
C 3.356149 -3.725613 -1.824911 1.027 0.809 -0.997
C 3.656218 -4.286404 -3.236535 0.099 0.145 2.548
O 4.944609 -4.833469 -3.291292 0.292 -0.036 -0.928
C 5.129911 -6.005139 -2.514774 0.355 0.913 0.701
N 4.362055 -2.697673 -1.399174 -1.871 -0.302 0.150
H 1.263580 -4.109713 -1.869970 0.061 -0.021 -0.647
H 1.642527 -2.510177 -2.527913 -0.165 1.050 -1.218
H 1.713383 -2.911414 -0.824240 0.010 0.564 -0.136
H 3.377592 -4.513793 -1.087779 0.237 -0.531 0.158
H 3.504644 -3.480627 -3.940294 0.362 0.016 -0.523
H 2.892543 -5.030396 -3.309248 -0.536 -0.891 -0.911
H 4.213858 -6.560250 -2.388390 -0.522 -0.099 0.223
H 5.555529 -5.709919 -1.522080 -0.374 -0.516 -0.587
H 5.809761 -6.658231 -3.032912 0.496 -0.094 -0.195
H 4.016721 -1.793014 -1.725128 0.654 -0.209 -0.019
H 5.258960 -2.940312 -1.781023 0.280 0.226 -0.378
C 3.278027 0.358804 -6.055728 0.166 0.251 1.099
C 1.870149 -0.171477 -6.027042 -0.391 -0.946 -0.134
C 0.937169 1.008080 -6.191193 0.851 0.552 0.884
O 1.289993 1.979385 -5.203179 -0.839 0.326 -0.374
C 0.598447 3.192969 -5.489152 -0.234 -0.331 0.269
N 1.560284 -1.153781 -7.096709 0.073 0.851 -0.455
H 3.364284 0.978403 -6.939912 0.359 0.424 -0.056
H 3.981273 -0.448728 -6.130091 0.469 -0.454 -0.027
H 3.484468 0.922322 -5.106771 -0.055 -0.262 -1.113
H 1.696839 -0.717715 -5.085567 -0.184 0.411 -0.071
H -0.101457 0.756780 -6.099509 -0.702 -0.281 -0.041
H 1.117037 1.515985 -7.133864 -0.067 -0.343 -0.723
H 0.911995 3.899756 -4.741532 -0.439 0.204 0.631
H -0.510097 3.052855 -5.575758 0.777 0.104 0.427
H 0.929558 3.655481 -6.404548 0.252 -0.152 -0.836
H 1.931466 -0.769870 -7.974828 -0.299 -0.287 0.260
H 2.040845 -2.033435 -6.962115 0.106 -0.021 0.217
```
Forces are in eV/Å.

For the total energy, the calculation gives -105202.5721 eV. Its molecular weight is 1231.975 g/mol. The spin multiplicity is 1. The value obtained for the highest occupied orbital energy is -8.10 eV. For the energy above the lowest of the compared OMol25 structures with the same formula, charge and spin, the calculation gives 2.754 eV. As for the frontier orbital gap: 8.5567 eV. The SMILES is CC1(C)CCCC(C)(C)N1O.CC1(C)CCCC(C)(C)N1O.CC1(C)CCCC(C)(C)N1O.CC1(C)CCCC(C)(C)N1O.CC1(C)CCCC(C)(C)N1O.COC[C@H](C)N.COC[C@H](C)N.COC[C@H](C)N.COC[C@H](C)N.COC[C@H](C)N. For the max |F|, the calculation gives 3.30 eV/Å.

Atom charges from the Löwdin analysis, given in e for atoms 1 to 2: C -0.02; C -0.50